# C22H44BFIN2O7

A cluster of 3 separate species, C22H44BFIN2O7 in total in a non-equilibrium geometry (the ωB97M-V functional and the def2-TZVPD basis, the OMol25 dataset).

Last column: Mulliken charge in e.
Cartesian coordinates (Å):
C 6.086464 5.970799 2.568762  -0.79
C 6.903535 5.845340 1.154350  0.36
F 8.177316 5.098801 1.473105  -0.34
C 6.064252 4.868022 0.088341  -0.88
N 5.297850 3.779492 0.806868  0.39
C 6.142235 2.567155 1.255342  0.06
C 5.558321 1.282344 2.089222  -0.67
I 6.882489 -0.350551 2.721227  0.21
C 3.958583 1.276708 2.457294  -0.35
C 3.071970 2.572517 1.975415  -0.56
C 3.822860 3.814418 1.142311  0.37
B 2.859740 5.082707 0.750272  0.44
O 2.902069 5.902839 -0.471044  -0.65
N 1.734437 5.425246 1.757262  -0.07
C 0.389768 5.346961 1.038778  -0.66
C 1.955109 6.780565 2.389806  -0.81
H 5.065975 6.505612 2.355746  0.06
H 6.735117 6.659088 3.288062  0.38
H 5.934711 4.923262 3.121480  0.22
H 7.245347 6.857992 0.679767  0.33
H 5.457517 5.469558 -0.708109  0.37
H 6.924605 4.307514 -0.522271  0.36
H 7.297714 2.543091 0.987087  0.35
H 3.440512 0.402258 3.058785  0.48
H 1.913868 2.663444 2.194731  0.56
H 3.288492 6.816030 -0.272617  0.35
H -0.462592 5.694170 1.794953  0.34
H 0.166938 4.202080 0.809094  0.06
H 0.341482 5.952426 0.039556  0.25
H 1.067687 6.927060 3.174913  0.31
H 2.936832 6.733709 3.027219  0.27
H 1.982379 7.648660 1.590324  0.25
C -0.933964 1.136855 -0.709629  -0.74
O -0.397059 -0.077729 -0.208257  -0.23
C 0.778441 0.138683 0.578675  -0.46
C 1.127009 -1.123446 1.368817  -0.48
O 0.373295 -1.242680 2.582087  -0.46
C -0.991012 -1.650970 2.421078  -0.46
C -1.127903 -3.143613 2.107496  -0.59
O -0.930685 -3.376621 0.712453  -0.19
C -0.761067 -4.755506 0.420738  -0.95
H -0.196510 1.658193 -1.326261  0.30
H -1.805466 0.898592 -1.323994  0.22
H -1.257821 1.776439 0.116757  0.30
H 0.617612 0.975640 1.267523  0.17
H 1.596723 0.381118 -0.106958  0.58
H 2.172762 -1.044670 1.685675  0.45
H 1.043412 -2.026782 0.760422  0.16
H -1.506878 -1.027193 1.688026  0.19
H -1.464098 -1.465118 3.391359  0.40
H -2.139303 -3.478630 2.362184  0.48
H -0.395562 -3.713884 2.690064  0.35
H 0.143695 -5.136931 0.902755  0.40
H -0.651582 -4.868590 -0.660350  0.26
H -1.633646 -5.329267 0.748052  0.35
C -5.902593 -6.609225 -5.706962  -0.77
O -5.980403 -5.726666 -4.597958  -0.24
C -6.896377 -6.193792 -3.602629  -0.58
C -6.705001 -5.416312 -2.299674  -0.41
O -5.627343 -5.926220 -1.504077  -0.47
C -4.311702 -5.592056 -1.963837  -0.50
C -3.934148 -4.137757 -1.667993  -0.42
O -4.466230 -3.273806 -2.672885  -0.29
C -4.393397 -1.907464 -2.294732  -0.73
H -6.885019 -6.731207 -6.171535  0.31
H -5.214659 -6.179825 -6.439144  0.23
H -5.509292 -7.579840 -5.390600  0.32
H -6.739347 -7.263426 -3.423461  0.34
H -7.910215 -6.031351 -3.982362  0.46
H -7.604300 -5.554584 -1.689474  0.37
H -6.596385 -4.343198 -2.472237  0.19
H -4.185394 -5.843811 -3.018943  0.24
H -3.634639 -6.238882 -1.395507  0.36
H -2.843705 -4.033924 -1.681716  0.40
H -4.317340 -3.847878 -0.683080  0.32
H -5.008997 -1.725422 -1.409115  0.33
H -4.780815 -1.300830 -3.116577  0.27
H -3.356674 -1.615728 -2.100245  0.23

Atoms 1-6, force components in eV/Å:
0.9880 0.6080 0.0694
-0.1876 -1.5163 0.9804
-2.5967 1.3947 -0.7616
2.3879 0.4776 -0.8233
-1.4555 -4.3518 2.2653
-2.4648 -1.0197 1.1437

Values from the calculation:
multiplicity: 1
DFT total energy: -52316.929 eV
total charge: +1
Kohn-Sham gap: 5.1 eV

---

# C12H30Cl6N6O12

A cluster of 9 separate species, C12H30Cl6N6O12 in total in a non-equilibrium geometry (the ωB97M-V functional and the def2-TZVPD basis, the OMol25 dataset).

Last column: Mulliken charge in e.
Cartesian coordinates (Å):
C 38.999857 13.274426 -5.547433  -0.35
N 38.531564 14.019615 -6.757806  0.98
O 37.466400 13.654947 -7.248939  -0.54
O 39.225100 14.921567 -7.176443  -0.55
H 38.253801 12.534560 -5.284411  -0.15
H 39.262019 13.986408 -4.776085  0.30
H 39.802294 12.702141 -6.020886  0.29
C 36.257062 7.659082 -8.163391  -0.62
N 37.025736 6.510207 -7.618060  0.94
O 37.703507 5.872851 -8.382236  -0.53
O 36.973358 6.324841 -6.421989  -0.52
H 37.041527 8.346067 -8.468771  0.26
H 35.489611 7.991834 -7.479473  0.19
H 35.742129 7.294064 -9.052228  0.33
C 39.011316 7.107041 -3.015684  -0.72
N 39.128617 8.189180 -1.966095  0.95
O 38.603678 9.245313 -2.246458  -0.47
O 39.576643 7.851343 -0.896568  -0.55
H 38.254758 7.381092 -3.742244  0.11
H 38.872714 6.153190 -2.525731  0.34
H 39.950514 7.149262 -3.570653  0.32
C 33.329049 11.487732 -8.362290  -0.55
N 32.130240 12.155094 -7.753245  0.90
O 32.172222 13.366859 -7.659635  -0.50
O 31.181379 11.449024 -7.458627  -0.53
H 33.680504 10.681146 -7.727334  0.03
H 34.131042 12.217774 -8.430811  0.34
H 33.034287 11.180971 -9.361127  0.33
C 36.780875 16.035687 -2.550483  -0.54
N 38.145869 16.491802 -2.893666  0.92
O 38.878777 16.692001 -1.952418  -0.54
O 38.463233 16.540597 -4.050693  -0.53
H 36.664473 14.956379 -2.535439  0.11
H 36.116248 16.397202 -3.333963  0.31
H 36.500246 16.469793 -1.598066  0.29
C 36.215581 8.882260 0.568155  -0.71
N 35.550315 8.002260 -0.415070  0.94
O 34.490832 8.383307 -0.869134  -0.54
O 36.127329 7.005804 -0.760997  -0.53
H 36.626713 9.666015 -0.072730  0.26
H 37.001745 8.280136 1.014243  0.30
H 35.606630 9.363460 1.324628  0.28
Cl 40.959306 7.000163 -6.377698  -0.17
C 39.985305 8.228952 -7.173456  -0.26
C 39.361503 9.218843 -6.211842  0.10
Cl 40.496683 9.810282 -4.946565  -0.17
H 39.275633 7.682031 -7.796584  0.01
H 40.595552 8.748054 -7.916963  0.39
H 38.523680 8.720256 -5.720587  -0.27
H 38.953848 10.109692 -6.683294  0.35
Cl 31.775522 12.396532 -2.843043  -0.18
C 30.417891 13.010564 -3.860044  -0.50
C 30.866816 14.260171 -4.592014  -0.41
Cl 29.718254 14.643344 -5.858855  -0.17
H 29.617231 13.298899 -3.182716  0.35
H 30.100924 12.190256 -4.494514  0.31
H 31.855228 14.131841 -5.027957  0.25
H 30.878179 15.084140 -3.881947  0.36
Cl 35.352266 10.112148 -5.732272  -0.12
C 35.652006 9.880240 -3.983401  -0.23
C 35.125793 11.078231 -3.242379  -0.34
Cl 36.174999 12.502814 -3.575621  -0.13
H 36.709744 9.651757 -3.857597  -0.08
H 35.179924 8.952509 -3.652642  0.37
H 35.083336 10.984868 -2.160781  0.45
H 34.152741 11.382372 -3.615071  0.03

Atoms 1-6, force components in eV/Å:
0.1316 -0.6493 -1.3703
-1.1485 0.3249 0.0814
0.6679 0.2077 0.0630
-0.1651 -0.3824 0.1286
-0.2778 0.3724 0.2184
0.3031 -0.1031 -0.0226

Values from the calculation:
multiplicity: 1
DFT total energy: -121559.101 eV
ΔE to the lowest compared entry with this formula, charge and spin: 17.7 kcal per mole
structure (SMILES): C[N+](=O)[O-].C[N+](=O)[O-].C[N+](=O)[O-].C[N+](=O)[O-].C[N+](=O)[O-].C[N+](=O)[O-].ClCCCl.ClCCCl.ClCCCl
total charge: 0
Kohn-Sham gap: 10.5 eV

---

# C13H13N3O2

The molecule C13H13N3O2 (the ωB97M-V functional and the def2-TZVPD basis, the OMol25 dataset).

Last column: Mulliken charge in e.
Cartesian coordinates (Å):
C -0.444473 0.685915 -2.854323  -1.06
O 0.413923 0.508931 -1.753191  -0.32
C 0.186561 1.237238 -0.624075  0.93
C -0.839175 2.160856 -0.476542  -0.62
C -0.966125 2.896241 0.690259  -0.65
C -0.062278 2.730955 1.721536  -0.77
C 0.950488 1.797358 1.595624  -0.23
C 1.073020 1.025837 0.448485  0.06
N 2.110073 0.080458 0.379596  -0.09
C 2.158447 -1.138578 -0.244031  0.21
O 3.216757 -1.632514 -0.572522  -0.69
N 0.978247 -1.818304 -0.446066  -0.11
C -0.290265 -1.581849 0.064246  0.50
C -0.503832 -1.130070 1.366881  -0.06
C -1.799249 -0.884218 1.783644  -0.47
C -2.839906 -1.106980 0.894581  -0.38
N -2.652361 -1.593381 -0.321099  -0.63
C -1.420088 -1.835419 -0.718508  -0.56
H -0.061904 0.024474 -3.630023  0.24
H -0.422880 1.717780 -3.218254  0.37
H -1.472778 0.402467 -2.608092  0.45
H -1.543160 2.321889 -1.276715  0.43
H -1.771678 3.608552 0.780218  0.41
H -0.146485 3.317133 2.623183  0.39
H 1.658181 1.648310 2.397927  0.44
H 3.026794 0.411818 0.649586  0.26
H 1.054041 -2.535366 -1.154341  0.24
H 0.329012 -0.989486 2.037989  0.50
H -1.994992 -0.529686 2.783399  0.41
H -3.867280 -0.906471 1.165042  0.37
H -1.315076 -2.245440 -1.715594  0.42

Atoms 1-6, force components in eV/Å:
-0.1648 0.0463 -0.1979
0.1882 0.2798 0.4319
0.1937 0.0468 -0.0208
-0.0233 -0.1350 -0.1952
0.0009 0.0135 0.0741
-0.0259 0.0941 0.0364

Values from the calculation:
multiplicity: 1
DFT total energy: -22257.525 eV
ΔE to the lowest compared entry with this formula, charge and spin: 0.0 kcal per mole
structure (SMILES): COc1ccccc1NC(=O)Nc1cccnc1
total charge: 0
Kohn-Sham gap: 9.2 eV